{
  "formula": "C9H14",
  "method": "ωB97M-V/def2-TZVPD",
  "smiles": "Cc1ccccc1.CC",
  "charge": 0,
  "lumo_energy_ev": 1.019,
  "relative_energy_kj_mol": 35.6,
  "symbols": ["C", "C", "H", "H", "H", "H", "H", "H", "C", "C", "C", "C", "C", "C", "C", "H", "H", "H", "H", "H", "H", "H", "H"],
  "coordinates": [[0.034036, 2.974329, -0.829786], [0.275169, 4.479720, -0.875953], [0.939771, 2.385896, -0.751858], [-0.653144, 2.659132, -0.050614], [-0.460283, 2.671638, -1.756253], [0.790600, 4.781403, -1.786613], [0.858365, 4.841574, -0.030476], [-0.700933, 4.962356, -0.866644], [0.415888, -4.069017, 0.082262], [-0.488023, 0.014328, 0.882664], [0.469401, -0.276949, -0.064564], [-1.183376, -0.993532, 1.544334], [0.717054, -1.612715, -0.397552], [-0.920030, -2.316685, 1.238155], [0.061334, -2.624430, 0.289092], [-0.704996, 1.025250, 1.195236], [1.015050, 0.406911, -0.689145], [-1.992344, -0.750021, 2.219166], [1.423990, -1.902700, -1.164178], [-1.435746, -3.181703, 1.635535], [-0.402691, -4.743804, 0.343138], [1.228065, -4.353945, 0.755296], [0.712837, -4.377044, -0.921231]],
  "atomic_forces_ev_per_a": [[-0.214, 0.061, -0.635], [-0.236, -0.232, 0.162], [0.211, 0.116, 0.101], [0.106, 0.240, 0.264], [0.086, -0.079, -0.064], [0.027, -0.053, -0.032], [-0.052, -0.001, 0.075], [0.075, 0.306, 0.020], [-0.029, -0.738, 0.115], [-0.091, 0.438, 0.728], [0.214, -1.269, -0.972], [-0.234, -0.421, -0.380], [-0.321, -0.115, 0.699], [0.557, -0.124, -0.634], [-0.098, -0.344, -0.086], [0.080, 0.122, -0.243], [-0.123, 0.673, 0.383], [0.122, 0.110, 0.169], [0.111, 0.244, -0.030], [-0.251, 0.329, 0.441], [-0.152, 0.198, 0.065], [0.123, 0.077, -0.046], [0.090, 0.464, -0.102]]
}



{
  "formula": "C9H14",
  "method": "ωB97M-V/def2-TZVPD",
  "smiles": "Cc1ccccc1.CC",
  "charge": 0,
  "lumo_energy_ev": 1.043,
  "relative_energy_kj_mol": 84.0,
  "symbols": ["C", "C", "C", "C", "C", "C", "C", "H", "H", "H", "H", "H", "H", "H", "H", "C", "C", "H", "H", "H", "H", "H", "H"],
  "coordinates": [[-1.476455, -0.571517, 1.163927], [2.355967, -2.159458, 0.029888], [1.284238, -3.013466, 0.329166], [2.259107, -0.820757, 0.331517], [0.110332, -2.498554, 0.821237], [0.990868, -0.294509, 0.575481], [-0.111570, -1.096968, 0.793922], [3.260154, -2.655786, -0.323455], [1.440711, -4.075631, 0.414418], [3.149900, -0.199665, 0.374707], [-0.684929, -3.087149, 1.259791], [0.743655, 0.753705, 0.587984], [-1.908287, 0.082521, 0.404547], [-1.463674, -0.257245, 2.210556], [-2.205988, -1.384427, 1.087527], [-0.261861, 2.537648, -1.521828], [-1.670972, 2.701199, -0.953142], [0.145486, 3.514802, -1.821452], [0.506005, 2.263383, -0.813841], [-0.286297, 1.984525, -2.455072], [-1.696854, 2.711959, 0.131619], [-2.340017, 1.929425, -1.346314], [-2.139519, 3.635965, -1.281186]],
  "atomic_forces_ev_per_a": [[-0.242, -1.026, -0.427], [0.112, -1.131, 0.396], [0.134, 0.163, 0.747], [-0.016, 0.310, -0.552], [-0.618, 1.294, -0.167], [-0.715, 0.257, 0.139], [0.304, -1.446, 0.184], [0.060, 0.500, 0.258], [0.094, -0.257, -0.494], [-0.222, 0.074, -0.433], [0.061, -0.426, -0.325], [0.673, 0.400, 0.237], [0.473, 0.833, 0.511], [-0.315, 0.631, -0.354], [0.236, -0.272, 0.363], [0.126, 1.681, -0.474], [-0.337, 0.167, -0.373], [-0.359, 0.063, -0.080], [-0.108, -0.954, 0.075], [0.346, -0.534, 0.227], [-0.033, -0.173, 0.125], [0.123, -0.126, 0.382], [0.224, -0.027, 0.035]]
}



- What is the formula in the first record?
  C9H14